No. 1
{"formula": "C52H51CoN4O5S2Se2", "method": "ωB97M-V with the def2-TZVPD basis set", "symbols": ["H", "H", "H", "C", "H", "H", "C", "C", "C", "C", "C", "N", "Se", "C", "C", "H", "H", "C", "C", "C", "H", "C", "H", "N", "C", "H", "C", "C", "Co", "C", "H", "H", "C", "H", "S", "C", "C", "H", "O", "H", "H", "C", "O", "C", "C", "C", "C", "C", "H", "H", "C", "C", "C", "C", "H", "C", "H", "H", "H", "C", "H", "H", "H", "H", "C", "H", "H", "H", "Se", "C", "C", "C", "N", "C", "H", "C", "H", "C", "C", "C", "O", "H", "S", "C", "H", "H", "H", "C", "H", "H", "C", "C", "H", "C", "C", "H", "H", "H", "C", "O", "C", "H", "N", "H", "H", "C", "H", "O", "H", "C", "H", "C", "C", "H", "H", "H", "H"], "coordinates": [[-2.32, -2.63, 2.27], [-5.31, 3.73, 3.56], [7.65, -4.62, -0.73], [1.57, 2.92, 2.62], [8.01, -1.01, -0.37], [-2.18, -1.60, 3.69], [6.79, -2.76, -0.12], [-5.79, -0.87, -2.64], [-4.15, 1.09, -0.76], [-0.23, 4.17, 5.70], [2.30, 3.52, -0.44], [0.53, -3.42, -2.61], [-2.70, -1.88, -0.37], [3.14, 3.02, -1.40], [2.54, 4.77, 0.18], [0.86, 2.11, -7.07], [2.87, -1.64, -1.89], [0.58, 3.09, 1.66], [-4.72, 2.43, 1.99], [-4.75, -3.80, 2.74], [5.07, 2.30, -3.18], [-4.05, 0.63, 4.13], [-1.40, 3.74, 1.20], [-3.90, 0.51, 0.57], [2.20, -0.57, -3.59], [7.09, 3.57, -3.70], [0.37, 0.04, 1.72], [7.00, -1.38, -0.22], [1.00, 0.12, -0.09], [2.82, 1.77, -2.14], [2.54, 2.52, 2.34], [1.85, 5.15, 0.91], [4.58, 4.97, -1.11], [0.53, 0.56, 4.28], [0.86, 2.59, -0.02], [4.32, 3.74, -1.74], [7.93, -3.72, -0.19], [-3.50, -3.38, 4.45], [-0.78, 0.19, 2.05], [-1.23, 4.59, 5.82], [-6.17, 1.63, -0.25], [2.04, 3.13, -4.06], [1.36, -0.28, 2.56], [-5.79, -3.16, 1.84], [-4.20, 1.15, 1.74], [1.54, 3.20, -5.33], [2.29, 1.87, -3.46], [-4.90, 2.76, 3.31], [-5.92, -0.19, -3.48], [3.84, 6.44, 0.30], [1.00, -0.37, 3.96], [-2.89, -2.01, 2.97], [1.29, 3.27, 3.92], [1.25, 2.03, -6.06], [-6.35, -3.92, 1.29], [3.65, 5.47, -0.16], [-4.73, 2.20, 5.38], [-1.89, 4.36, 3.56], [-3.61, 0.48, -1.48], [5.95, -0.48, -0.14], [-6.51, -2.58, 2.43], [3.43, -2.71, 0.37], [-3.80, -0.04, 4.93], [-0.14, 3.31, 6.37], [-3.99, -2.83, 3.65], [1.25, -0.10, -6.05], [-4.74, -1.16, -2.60], [5.94, 6.64, -0.96], [0.62, -2.52, 0.23], [-3.88, 0.27, 2.78], [-4.57, 1.88, 4.36], [-0.92, 3.94, 3.30], [-0.42, 0.27, -1.36], [1.98, 0.70, -4.19], [6.13, 0.58, -0.20], [0.58, -3.08, -1.51], [1.93, -0.55, 4.48], [5.26, 3.24, -2.69], [3.00, 0.51, -1.59], [-5.65, 1.13, -1.07], [-1.10, 0.66, -2.19], [0.31, -1.20, 4.11], [3.37, 0.22, 0.15], [5.49, -3.22, 0.09], [5.31, -4.28, 0.18], [-5.36, -2.49, 1.10], [1.97, -1.46, -4.15], [6.63, 5.19, -2.36], [-6.08, -0.90, -0.49], [0.48, 4.92, 6.05], [0.04, 3.78, 4.28], [-0.67, 3.60, 1.98], [8.24, -4.01, 0.81], [6.38, 3.95, -2.98], [-6.27, -0.23, -1.34], [-7.36, -0.11, -1.38], [-4.97, 3.11, 1.19], [8.79, -3.28, -0.69], [1.47, 0.80, -5.50], [-0.29, 3.03, -0.84], [5.75, 5.69, -1.44], [-4.03, -4.38, 2.15], [-3.38, -0.86, 2.21], [-5.77, 1.78, -1.94], [-6.37, -1.77, -2.86], [2.68, -0.67, -2.32], [-4.70, -2.16, 4.14], [3.87, 1.41, 0.85], [-3.70, 2.08, -0.76], [4.43, -2.33, 0.18], [2.06, 3.16, 4.68], [-3.37, -0.70, 0.87], [4.67, -0.98, 0.05], [1.35, 4.17, -5.78], [2.25, 4.04, -3.51], [7.53, 5.74, -2.61], [-5.25, -4.53, 3.39]], "mulliken_charge": [0.463, 0.490, 0.394, -0.016, 0.391, 0.242, 0.997, -1.217, -1.153, -1.617, 0.460, -0.459, 0.306, 0.302, -0.773, 0.437, 0.837, -0.978, -0.898, -0.609, 0.522, -1.217, 0.639, 1.279, -1.302, 0.473, 0.663, -0.985, 0.697, -0.221, 0.573, 0.725, 0.803, 0.250, 1.984, 0.952, -1.496, 0.447, 0.027, 0.399, 0.397, -1.182, -0.080, -0.784, 0.665, -0.955, 1.276, -0.952, 0.353, 0.456, -0.713, -1.004, -1.051, -0.688, 0.479, -1.266, 0.504, 0.450, 0.372, -0.727, 0.295, 0.323, 0.564, 0.342, -0.822, 0.509, 0.208, 0.486, 0.263, 0.479, -0.872, -0.865, 0.108, 1.060, 0.538, 0.360, 0.233, -1.016, -0.015, -0.740, -0.367, 0.262, 1.682, -1.019, 0.436, -0.037, 0.449, -0.640, -0.139, 0.337, 1.064, -0.712, 0.299, -0.946, 0.046, 0.434, 0.559, 0.386, -1.230, -0.870, -1.128, 0.284, 1.995, 0.529, 0.381, -0.732, 0.359, -0.665, 0.351, -0.120, 0.500, -1.338, 0.018, 0.480, 0.510, 0.426, 0.356], "mol_weight_g_mol": 1092.99, "e_tot_ha": -9588.7113, "s2": 6.256, "lumo_energy_ha": [-0.22630, -0.32130], "homo_ev": [-12.5, -12.5], "e_above_lowest_kcal_mol": 47.9, "spin_multiplicity": 5, "total_charge": 2, "gap_ha": [0.2323, 0.1373]}

=====

No. 2
{"formula": "CH2ClO2S", "method": "ωB97M-V with the def2-TZVPD basis set", "symbols": ["H", "S", "O", "O", "H", "C", "Cl"], "coordinates": [[-1.74, 0.88, -2.53], [1.04, -0.36, 1.14], [1.66, -1.57, 1.68], [1.50, 0.89, 1.70], [-0.62, 0.04, -1.40], [-0.71, 0.49, -2.43], [-1.13, -0.37, 1.84]], "mulliken_charge": [0.176, 0.518, -0.533, -0.499, 0.162, -0.325, -0.499], "mol_weight_g_mol": 113.54, "e_tot_ha": -1048.0830, "lumo_energy_ha": [0.07640, 0.07578], "homo_ev": [-4.5, -4.5], "e_above_lowest_kcal_mol": 64.5, "total_charge": -1, "gap_ha": [0.2411, 0.2405]}